Computed, not measured: C5H8 in the gas phase, with ωB97M-V/def2-TZVPD.

Computed properties:
HOMO energy in eV: -8.32
E_tot in eV: -5310.2963
LUMO in eV: 0.05

Each line ends with the Löwdin charge.
CARTESIAN COORDINATES (ANGSTROEM)
C  -0.560  1.487  -0.191  -0.073
C  0.014  0.369  0.687  -0.427
C  -0.393  -1.066  0.269  -0.163
C  1.473  0.086  0.339  0.114
C  0.978  -1.113  -0.440  -0.232
H  -0.033  2.432  -0.022  0.078
H  -0.482  1.243  -1.256  0.078
H  -1.619  1.636  0.039  0.079
H  -0.128  0.654  1.739  0.129
H  -1.298  -1.191  -0.337  0.100
H  -0.448  -1.752  1.118  0.099
H  0.895  -0.771  -1.485  0.120
H  1.602  -2.014  -0.459  0.098

Computed, not measured: a molecular structure, C9H17NO4P in a non-equilibrium geometry, with ωB97M-V/def2-TZVPD.

Computed properties:
HOMO energy in eV: -3.68
Total charge: -1
E_tot in eV: -28575.2252
LUMO in eV: 3.74

Each line ends with the Löwdin charge.
CARTESIAN COORDINATES (ANGSTROEM)
C  0.835  3.406  0.322  -0.118
C  0.401  2.485  1.207  -0.131
C  0.223  3.183  -0.963  -0.227
C  -0.553  1.555  0.625  -0.255
C  -2.048  1.600  1.997  0.043
C  0.204  -3.130  1.712  -0.112
C  0.664  -1.716  -2.964  -0.081
C  1.014  -1.840  1.693  -0.338
C  -0.609  -1.746  -2.098  -0.275
N  -0.809  2.132  -0.744  -0.152
O  -0.559  0.934  -1.457  -0.297
O  1.617  0.111  -0.294  -0.291
O  0.158  -0.774  1.419  -0.263
O  -0.394  -1.511  -0.712  -0.253
P  0.190  -0.129  -0.086  0.449
H  1.383  4.351  0.562  0.101
H  0.839  2.160  2.218  0.136
H  -0.300  4.097  -1.352  0.099
H  0.826  2.900  -1.901  0.138
H  -2.336  0.522  1.936  0.040
H  -2.687  2.237  1.474  -0.006
H  -1.642  1.995  2.823  -0.038
H  -0.514  -3.141  2.707  0.121
H  -0.374  -3.291  0.750  0.072
H  0.843  -3.973  1.737  0.027
H  0.295  -1.563  -3.954  0.051
H  1.213  -0.869  -2.666  0.042
H  1.217  -2.670  -3.066  0.074
H  1.788  -1.882  0.911  0.106
H  1.460  -1.802  2.680  0.101
H  -1.075  -2.769  -2.082  0.118
H  -1.273  -0.863  -2.430  0.121

Computed, not measured: a gas-phase ion, C3H5N2O3 (charge -1) in a non-equilibrium geometry, with ωB97M-V/def2-TZVPD.

Computed properties:
SMILES: [O-][N+]([O-])=NC/C=C\O
HOMO energy in eV: -4.05
Total charge: -1
E_tot in eV: -12311.4610
LUMO in eV: 4.11

Each line ends with the Löwdin charge.
CARTESIAN COORDINATES (ANGSTROEM)
C  0.026  -0.374  1.079  -0.293
C  0.897  -0.530  -0.103  -0.164
C  1.379  0.543  -0.750  -0.196
N  -1.253  0.255  0.801  -0.005
N  -1.818  -0.195  -0.366  -0.508
O  -1.138  -1.093  -0.960  -0.116
O  -2.902  0.188  -0.764  -0.065
O  1.068  1.847  -0.296  -0.063
H  0.533  0.199  1.841  0.098
H  -0.181  -1.377  1.476  0.096
H  1.122  -1.550  -0.407  0.096
H  2.138  0.431  -1.438  0.063
H  0.128  1.654  -0.114  0.057

Computed, not measured: C3H7N3O2 in the gas phase in a non-equilibrium geometry, with ωB97M-V/def2-TZVPD.

Computed properties:
SMILES: [H]/N=C(/N)N(O)CC=O
HOMO energy in eV: -9.10
E_tot in eV: -11785.3078
LUMO in eV: 0.26

Each line ends with the Löwdin charge.
CARTESIAN COORDINATES (ANGSTROEM)
C  0.971  0.700  -0.125  -0.623
C  -0.865  -0.766  0.662  -0.103
C  -1.943  -0.464  -0.396  -0.213
H  -0.695  1.864  0.179  0.018
H  0.799  2.627  0.487  0.206
H  2.629  -0.023  -0.842  0.097
H  2.025  -1.751  0.158  0.155
H  -1.154  0.051  1.355  0.121
H  -0.936  -1.922  0.854  0.155
H  -2.466  -1.274  -1.157  0.156
N  0.203  1.648  0.334  0.129
N  2.066  0.922  -0.666  0.116
N  0.612  -0.642  0.312  -0.144
O  1.241  -1.603  -0.483  -0.052
O  -2.488  0.632  -0.672  -0.019

Computed, not measured: 4 unconnected molecules or ions with the total composition C20H18BF5N3O6, with ωB97M-V/def2-TZVPD.

Computed properties:
HOMO energy in eV: -6.26
Total charge: -1
E_tot in eV: -52045.2056
LUMO in eV: 0.90

Each line ends with the Löwdin charge.
CARTESIAN COORDINATES (ANGSTROEM)
B  2.699  -4.998  3.471  -0.353
C  3.808  -3.853  3.269  -0.453
F  5.111  -4.316  3.226  0.022
F  3.677  -3.165  2.046  -0.013
C  3.834  -2.708  4.336  -0.566
F  5.061  -2.251  4.622  0.133
F  3.284  -3.073  5.493  0.137
F  3.119  -1.654  3.891  0.097
H  1.632  -4.466  3.736  0.012
H  2.645  -5.610  2.414  0.010
H  3.076  -5.711  4.387  0.014
C  1.954  -0.404  1.301  -0.041
C  1.514  0.913  1.244  -0.073
C  0.670  1.325  0.224  -0.028
C  0.274  0.388  -0.715  -0.162
C  0.687  -0.934  -0.675  0.007
C  1.540  -1.324  0.345  -0.030
N  -0.636  0.813  -1.788  -0.334
O  -1.006  1.977  -1.800  0.043
O  -0.978  -0.011  -2.616  0.070
H  2.606  -0.737  2.087  0.087
H  1.824  1.623  1.999  0.111
H  0.314  2.342  0.155  0.115
H  0.341  -1.630  -1.425  0.119
H  1.879  -2.349  0.416  0.114
C  -2.962  0.670  2.317  -0.071
C  -4.191  0.399  2.904  -0.074
C  -4.300  -0.619  3.836  -0.012
C  -3.166  -1.344  4.155  -0.143
C  -1.930  -1.101  3.583  0.019
C  -1.839  -0.074  2.653  -0.049
N  -3.290  -2.423  5.161  -0.352
O  -4.398  -2.630  5.628  0.057
O  -2.285  -3.026  5.468  0.095
H  -2.877  1.464  1.586  0.104
H  -5.065  0.979  2.637  0.104
H  -5.238  -0.857  4.315  0.115
H  -1.075  -1.700  3.862  0.127
H  -0.896  0.161  2.178  0.083
C  -0.542  3.664  -4.536  -0.063
C  -0.900  2.496  -5.197  -0.051
C  -0.786  2.416  -6.576  0.002
C  -0.313  3.520  -7.261  -0.153
C  0.055  4.693  -6.627  -0.011
C  -0.064  4.756  -5.248  -0.065
N  -0.196  3.447  -8.732  -0.353
O  -0.566  2.426  -9.280  0.070
O  0.213  4.433  -9.317  0.065
H  -0.637  3.708  -3.459  0.091
H  -1.265  1.648  -4.631  0.092
H  -1.056  1.522  -7.119  0.119
H  0.422  5.525  -7.209  0.115
H  0.217  5.663  -4.729  0.106

Computed, not measured: 2 unconnected molecules or ions with the total composition C3H6N2O in a non-equilibrium geometry, with ωB97M-V/def2-TZVPD.

Computed properties:
HOMO energy in eV: -9.09
E_tot in eV: -8231.4087
LUMO in eV: 0.56

Each line ends with the Löwdin charge.
CARTESIAN COORDINATES (ANGSTROEM)
C  -2.526  0.863  0.267  0.083
C  -2.247  -0.357  -0.148  -0.189
C  0.056  -1.401  -0.077  0.128
N  -0.946  -0.833  -0.252  0.007
N  2.861  0.359  -0.525  -0.025
O  2.370  -0.226  0.683  -0.177
H  -3.474  1.071  0.486  0.023
H  -1.634  1.459  0.389  0.084
H  -2.930  -1.079  -0.195  0.069
H  1.684  -0.709  0.326  -0.128
H  3.503  -0.370  -0.751  0.058
H  3.282  1.222  -0.203  0.068

Computed, not measured: CH4NO2P in the gas phase in a non-equilibrium geometry, with ωB97M-V/def2-TZVPD.

Computed properties:
SMILES: NC(=O)OP
HOMO energy in eV: -10.39
E_tot in eV: -15975.8861
LUMO in eV: 0.64

Each line ends with the Löwdin charge.
CARTESIAN COORDINATES (ANGSTROEM)
C  0.497  -0.097  -0.101  -0.774
N  1.661  0.274  0.464  0.148
O  0.444  -0.829  -1.052  0.049
O  -0.533  0.215  0.684  -0.399
P  -2.153  -0.134  0.307  0.856
H  2.507  0.394  -0.101  0.118
H  1.596  1.058  1.188  0.142
H  -2.061  0.564  -0.944  -0.089
H  -1.959  -1.444  -0.445  -0.052

Computed, not measured: a molecular structure, C3H3N3O2 in a non-equilibrium geometry, with ωB97M-V/def2-TZVPD.

Computed properties:
HOMO energy in eV: -9.85
E_tot in eV: -11718.5390
LUMO in eV: -0.37

Each line ends with the Löwdin charge.
CARTESIAN COORDINATES (ANGSTROEM)
C  0.423  0.434  -0.205  -0.515
C  1.497  -0.537  0.139  -0.086
C  -1.924  0.115  0.215  -0.154
H  1.649  1.656  0.220  0.187
H  2.470  -0.148  0.180  0.104
H  -1.803  1.157  0.778  0.171
N  0.482  1.674  -0.396  0.147
N  1.061  -1.722  0.188  0.155
N  -0.665  -0.412  -0.558  -0.040
O  -0.265  -1.716  -0.523  -0.046
O  -2.925  -0.501  -0.038  0.078